# 1
ORCA calculation (wB97M-V/def2-TZVPD) on a 6-piece molecular cluster, C10H25ClN5O9 overall at a distorted geometry.

XYZ file:
```
50
Properties=species:S:1:pos:R:3
Cl -0.04 0.18 0.08
O 1.09 -0.66 0.37
O -1.29 -0.48 0.36
O 0.03 1.38 0.90
O 0.02 0.61 -1.31
O -4.32 3.39 -2.79
C -3.45 2.69 -2.30
N -2.63 1.91 -3.06
C -3.23 2.61 -0.81
H -2.13 1.15 -2.62
H -2.85 1.86 -4.03
H -3.57 3.50 -0.30
H -2.18 2.40 -0.60
H -3.76 1.74 -0.41
O 4.00 4.00 -1.20
C 3.02 3.42 -0.77
N 1.99 3.09 -1.58
C 2.91 3.06 0.70
H 1.13 2.67 -1.27
H 2.08 3.33 -2.55
H 2.03 2.45 0.88
H 2.73 4.02 1.19
H 3.79 2.55 1.06
O -5.48 1.71 2.66
C -4.48 1.05 2.41
N -3.22 1.51 2.65
C -4.57 -0.39 1.92
H -2.40 0.93 2.60
H -3.16 2.51 2.72
H -5.13 -0.43 0.99
H -5.03 -1.00 2.69
H -3.56 -0.78 1.73
O 0.49 -5.18 -0.93
C 0.68 -4.80 0.21
N 1.62 -5.37 1.01
C -0.13 -3.68 0.84
H 2.16 -6.14 0.64
H 1.84 -5.07 1.94
H 0.45 -2.76 0.88
H -0.40 -3.97 1.86
H -0.97 -3.47 0.19
O 5.44 -1.54 -1.87
C 4.49 -1.54 -1.09
N 4.26 -0.53 -0.21
C 3.56 -2.72 -0.95
H 4.78 0.32 -0.36
H 3.35 -0.49 0.22
H 3.85 -3.25 -0.04
H 3.69 -3.36 -1.82
H 2.52 -2.44 -0.85
```

2S+1: 1
Strongest force on any atom in Eh/bohr: 0.040
Gap between HOMO and LUMO in eV: 9.79
Relative energy (zero: lowest compared OMol25 entry of this formula, charge and spin) in kcal/mol: 0.0
Electronic energy in eV: -49175.178
Total charge: -1

***

# 2
ORCA calculation (wB97M-V/def2-TZVPD) on C10H25F6NO9S2V as an isolated structure at a distorted geometry.

XYZ file:
```
54
Properties=species:S:1:pos:R:3
V 1.56 -0.17 -0.10
C -0.76 2.02 2.96
F -1.59 2.29 1.94
F 0.09 3.00 3.08
F -1.42 2.01 4.09
S 0.09 0.22 2.78
O 0.23 -0.41 4.10
O -0.86 -0.47 1.90
N 1.56 0.43 1.85
S 2.61 0.67 2.99
O 2.18 1.63 4.02
O 3.19 -0.63 3.44
C 4.05 1.50 2.01
F 5.06 1.83 2.84
F 4.52 0.64 1.11
F 3.66 2.66 1.44
O -0.13 -0.40 -1.29
H -0.90 -0.93 -1.01
C 1.25 3.87 -0.11
C 0.68 2.63 -0.70
O 1.86 1.90 -0.92
H 0.45 4.56 0.15
H 1.96 4.45 -0.71
H 1.79 3.65 0.81
H 0.11 2.86 -1.60
H -0.04 2.10 -0.08
H 2.39 2.24 -1.64
C -4.65 0.76 -1.19
C -3.21 0.43 -0.81
O -2.31 1.11 -1.69
H -4.64 1.85 -1.24
H -5.47 0.50 -0.52
H -4.91 0.42 -2.20
H -3.03 -0.64 -0.83
H -2.98 0.81 0.19
H -1.48 0.62 -1.59
C -0.11 -3.29 0.80
C 1.40 -3.51 0.71
O 2.10 -2.27 0.71
H -0.64 -4.24 0.82
H -0.52 -2.70 -0.03
H -0.41 -2.86 1.75
H 1.71 -3.93 -0.24
H 1.82 -4.15 1.48
H 2.92 -2.37 1.20
C -1.85 -2.46 -3.33
C -0.42 -2.59 -3.66
O 0.17 -1.33 -3.66
H -2.46 -1.78 -3.92
H -2.00 -1.97 -2.37
H -2.34 -3.43 -3.31
H -0.33 -3.02 -4.66
H 0.06 -3.26 -2.94
H 0.00 -0.87 -2.83
```

2S+1: 5
Strongest force on any atom in Eh/bohr: 0.078
Gap between HOMO and LUMO (spin up / spin down) in eV: 4.47 / 9.30
<S²>: 6.005
Relative energy (zero: lowest compared OMol25 entry of this formula, charge and spin) in kcal/mol: 10.1
Electronic energy in eV: -94353.977
Total charge: -1

***

# 3
ORCA calculation (wB97M-V/def2-TZVPD) on C10H26BLiNO2 as an isolated structure at a distorted geometry.

XYZ file:
```
41
Properties=species:S:1:pos:R:3
Li -1.27 -1.34 -0.08
B -1.00 -2.88 1.55
H -0.72 -3.05 0.44
H -0.13 -2.24 1.99
H -2.00 -2.28 1.56
H -1.10 -3.94 2.03
C 2.29 0.79 -1.54
C 1.66 -0.05 -0.46
C 2.46 0.21 0.83
C 2.07 1.52 1.51
C 0.59 1.53 1.81
C -0.24 1.36 0.52
N 0.23 0.20 -0.26
O -0.53 0.04 -1.43
C -0.26 2.70 -0.27
C -1.68 1.05 0.95
C 1.90 -1.56 -0.73
H 2.26 1.87 -1.34
H 1.73 0.74 -2.48
H 3.32 0.47 -1.71
H 3.53 0.26 0.63
H 2.38 -0.58 1.58
H 2.36 2.36 0.85
H 2.70 1.72 2.38
H 0.38 2.50 2.27
H 0.31 0.77 2.54
H -0.99 3.42 0.09
H -0.59 2.56 -1.30
H 0.77 3.05 -0.26
H -2.35 0.92 0.10
H -2.05 1.96 1.45
H -1.80 0.20 1.62
H 2.94 -1.81 -0.97
H 1.20 -1.98 -1.45
H 1.61 -2.10 0.17
C -3.18 -1.32 -2.42
O -3.20 -1.73 -1.05
H -3.99 -1.81 -2.96
H -3.30 -0.23 -2.52
H -2.21 -1.55 -2.85
H -4.11 -1.76 -0.78
```

2S+1: 1
Strongest force on any atom in Eh/bohr: 0.038
Gap between HOMO and LUMO in eV: 5.69
Relative energy (zero: lowest compared OMol25 entry of this formula, charge and spin) in kcal/mol: 0.0
Electronic energy in eV: -17258.088
Total charge: -1

***

# 4
ORCA calculation (wB97M-V/def2-TZVPD) on C10H26Cl2IrNO2P2 as an isolated structure at a distorted geometry.

XYZ file:
```
44
Properties=species:S:1:pos:R:3
C -3.14 5.36 0.06
C -2.53 4.05 -0.35
H -3.99 5.14 0.71
H -3.51 5.91 -0.83
H -2.42 5.98 0.62
O -2.92 2.95 -0.01
Cl -1.14 4.27 -1.40
Ir 0.37 -0.27 -0.09
P -1.09 -0.73 -1.78
C -2.11 -2.25 -1.83
C -2.14 0.61 -2.36
H -2.56 0.33 -3.34
H -0.54 -1.18 -4.09
H -1.57 1.54 -2.44
H 0.74 -0.20 -3.31
H -2.91 -2.17 -1.08
H -2.94 0.77 -1.63
C 0.06 -1.05 -3.19
H -2.57 -2.37 -2.82
H 0.64 -1.97 -3.01
H -1.51 -3.14 -1.63
P 1.18 0.36 1.94
C 1.09 -0.70 3.43
C 3.00 0.37 1.64
H 0.93 2.75 1.67
H 1.49 2.30 3.31
H -0.23 2.05 2.86
C 0.81 2.04 2.49
H 3.23 1.00 0.77
H 3.49 0.77 2.53
H 1.73 -0.29 4.23
H 1.44 -1.72 3.23
H 3.37 -0.65 1.46
H 0.06 -0.73 3.80
Cl 1.11 1.69 -1.07
C 2.60 -3.93 -0.27
C 1.54 -2.97 0.09
N 0.50 -3.18 0.90
O 1.65 -1.81 -0.45
H 2.47 -4.90 0.20
H 3.55 -3.48 0.03
H 2.60 -4.01 -1.35
H -0.18 -2.43 1.02
H 0.36 -4.09 1.33
```

2S+1: 5
Strongest force on any atom in Eh/bohr: 0.064
Gap between HOMO and LUMO (spin up / spin down) in eV: 9.56 / 5.72
<S²>: 6.008
Relative energy (zero: lowest compared OMol25 entry of this formula, charge and spin) in kcal/mol: 0.0
Electronic energy in eV: -62822.899
Total charge: +2

***

# 5
ORCA calculation (wB97M-V/def2-TZVPD) on a 3-piece molecular cluster, C10H26N5O4S overall.

XYZ file:
```
46
Properties=species:S:1:pos:R:3
C 4.28 -0.56 -0.30
C 4.10 0.48 0.78
S 3.34 2.06 0.31
C 2.43 1.79 -1.21
N 0.95 1.66 -1.03
C 0.39 2.09 0.17
N 0.35 3.40 0.46
N -0.19 1.22 0.94
C -0.48 -0.19 0.61
C -1.88 -0.41 0.02
C -2.33 0.73 -0.89
C -1.92 -1.75 -0.74
H 4.92 -0.20 -1.11
H 4.73 -1.44 0.14
H 3.33 -0.86 -0.72
H 3.55 0.05 1.61
H 5.08 0.78 1.17
H 2.78 0.90 -1.72
H 2.65 2.64 -1.85
H 0.45 2.08 -1.81
H 1.13 3.95 0.12
H 0.08 3.66 1.40
H -0.55 1.54 1.83
H 0.30 -0.56 -0.05
H -0.38 -0.73 1.55
H -2.60 -0.49 0.84
H -1.71 0.78 -1.79
H -3.36 0.57 -1.21
H -2.31 1.71 -0.41
H -0.95 -2.24 -0.75
H -2.61 -2.45 -0.28
H -2.22 -1.60 -1.77
C 3.43 -4.68 -0.48
N 2.07 -4.09 -0.30
O 1.11 -4.82 -0.41
O 2.00 -2.90 -0.04
H 3.31 -5.73 -0.70
H 3.90 -4.14 -1.30
H 3.97 -4.51 0.44
C -5.67 1.62 1.82
N -6.13 1.92 0.43
O -5.67 1.27 -0.48
O -6.96 2.79 0.32
H -4.94 0.81 1.76
H -5.25 2.53 2.22
H -6.54 1.33 2.39
```

2S+1: 1
Strongest force on any atom in Eh/bohr: 0.013
Gap between HOMO and LUMO in eV: 9.37
Relative energy (zero: lowest compared OMol25 entry of this formula, charge and spin) in kcal/mol: 0.0
Electronic energy in eV: -37256.057
Total charge: +1